(1)
This record from the Open Molecules 2025 dataset describes a cluster of 2 separate species, C2H5NO4 in total in a non-equilibrium geometry. The level of theory is the ωB97M-V functional and the def2-TZVPD basis.

The geometry in XYZ format:
```
12
C2H5NO4 (the ωB97M-V functional and the def2-TZVPD basis)
H 0.3874 -0.5192 1.9268
H -0.0319 2.0237 1.7087
H -2.9813 -0.4590 -0.3435
O -2.1676 -0.4202 0.0753
O 0.3775 -1.9492 -0.0908
O 0.4400 2.0189 -0.1732
C 0.2442 1.4020 0.8365
H -1.8052 -1.1275 0.5400
O 0.8681 -0.1904 -1.4682
C 0.5543 -0.7887 -0.2119
N 0.4002 -0.0059 0.9988
H 0.6954 0.7709 -1.3149
```

Charge   0
Energy relative to the best compared isomer or geometry (same formula, charge and spin)   39.5 kcal per mole
Structure (SMILES)   O=CNC(=O)O.O

natural (NBO) population analysis, charges in e, atoms 1 to 8:
1. H 0.45
2. H 0.14
3. H 0.49
4. O -0.98
5. O -0.59
6. O -0.58
7. C 0.56
8. H 0.49



(2)
This record from the Open Molecules 2025 dataset describes a cluster of 11 separate species, C4H27NO12S in total in a non-equilibrium geometry. The level of theory is the ωB97M-V functional and the def2-TZVPD basis.

The geometry in XYZ format:
```
45
C4H27NO12S (the ωB97M-V functional and the def2-TZVPD basis)
H 1.5393 -0.8156 -3.5846
O 1.9980 3.7705 1.0632
H -0.2840 1.1482 -3.1340
H 3.3431 -1.9682 1.3655
O -3.0242 2.0706 1.1094
O 3.0329 -2.0769 0.4742
C -0.9645 -1.4188 -0.0986
H -2.9874 1.1074 0.9566
H -0.6195 -0.7287 -0.9697
O 1.3765 -4.0105 0.0558
H 0.5676 0.2322 -0.3479
H 0.7666 1.6680 0.3787
H -2.1431 -3.2583 -0.4910
H 1.9695 -0.5208 2.2106
S -2.4510 -1.7376 -2.3983
C -1.0711 -0.7974 1.2000
O 1.9910 0.4227 1.1377
H -0.0974 -2.1669 0.1467
H -1.0543 3.1108 1.4680
O -1.8535 -1.1906 2.0687
O -1.2144 1.4582 -3.2998
H -0.4467 0.9805 2.2721
O 1.8345 -0.9169 3.1819
H 1.7562 3.6365 0.1962
H 0.9980 -3.8964 0.9469
H -1.1662 2.0940 -0.1145
H 1.8431 -3.3009 -0.1818
H -1.8553 2.6287 -1.3358
H -1.7557 0.6016 -3.2057
C -2.2140 -2.1331 -0.6448
H 1.3564 -0.2725 3.5977
O 0.6431 -0.8458 -3.9536
O 3.7244 0.5894 -0.5971
O -1.2917 2.9103 -0.6430
H 3.1311 0.4794 0.2802
H 0.3641 3.0541 1.6034
O -0.3600 2.9299 2.1804
H -2.2925 2.2456 1.6923
C 0.8031 0.7085 0.5649
H 2.5370 2.9289 1.3183
H -3.1650 -1.7772 -0.1541
N -0.4738 0.4881 1.3805
H 0.0389 -1.2016 -3.2690
H 2.9014 -1.1479 0.0744
H 3.1137 0.4803 -1.3616
```

Charge   -2
Energy relative to the best compared isomer or geometry (same formula, charge and spin)   132.0 kcal per mole

natural (NBO) population analysis, charges in e, atoms 1 to 8:
1. H 0.46
2. O -0.96
3. H 0.48
4. H 0.48
5. O -0.94
6. O -1.00
7. C -0.58
8. H 0.49



(3)
This record from the Open Molecules 2025 dataset describes a structure of composition C28H46NOsP3 in a non-equilibrium geometry. The level of theory is the ωB97M-V functional and the def2-TZVPD basis.

The geometry in XYZ format:
```
79
C28H46NOsP3 (the ωB97M-V functional and the def2-TZVPD basis)
H 4.8386 -2.4806 -4.0138
H -2.3821 3.4093 -3.6975
H 2.5661 -1.9882 3.3830
C -0.2599 3.8519 -3.8811
N 0.3985 -0.0662 -2.5327
H -2.2961 -3.3570 -1.6820
C 0.1386 1.2149 -3.0466
H -0.1450 0.9630 0.3061
H 1.7993 -0.4022 4.5484
H -3.4655 -1.5262 -0.8760
C 1.2536 -3.7870 -0.4429
C 3.8746 -0.5924 -3.6537
H -1.3953 -4.6804 -0.8872
C -2.3065 0.8320 -2.7142
C 3.9073 -1.9744 -3.7656
H 0.7134 -3.3011 4.5469
H 1.8404 0.7217 -0.9537
H -0.9609 -3.0424 4.0806
H 1.0666 -4.0493 0.6047
H 2.2437 -3.5862 2.7141
H 2.7800 -3.8233 -3.6627
H 0.5214 1.5236 2.5044
H 4.7610 0.0147 -3.8338
C -3.5755 -0.4773 -0.5797
H -4.3853 -0.0220 -1.1678
P -2.0261 0.4409 -0.9112
H 0.4106 -3.9627 -3.1257
H -3.6682 -1.4581 2.4178
H 3.1077 -0.1363 2.4095
H -2.4977 2.0395 0.8972
C -1.1800 1.7213 -3.1527
Os 0.0741 -0.4136 -0.5471
H -2.2954 -2.4968 1.9911
H -3.0294 0.7911 3.7520
C 1.4986 -0.7219 -3.1136
H -2.0598 -3.3409 0.0932
C 1.0641 0.5862 2.7234
H 2.4748 -2.2198 1.6073
C 0.0311 -2.5789 4.0717
C 0.5226 -2.2964 2.6394
H 0.2669 0.4817 4.7893
H -3.8420 -0.4287 0.4803
H 2.9130 1.6255 2.4171
H -0.4372 4.8692 -4.2208
C -2.3932 2.1052 -0.1921
H 1.8913 3.9986 -3.9684
C 2.5246 1.4507 -3.0428
C 2.0421 -2.5130 2.5719
H 2.2275 -3.2866 -0.5179
H 1.2960 -4.7087 -1.0418
H -3.3164 2.5124 -0.6281
C 0.2836 -2.8952 -2.9071
C 1.2159 0.4753 4.2484
H 2.4060 0.6951 0.9919
H 3.3986 2.0724 -3.2034
C 2.4544 0.6830 2.0903
H -1.5598 2.7806 -0.4207
C -1.3594 3.0295 -3.5907
H -0.5969 -2.5127 -3.4460
C 1.5354 -2.1298 -3.2423
H 0.0126 -1.6903 4.7150
H 0.0361 -3.0337 1.9798
C 2.6670 0.0677 -3.2920
H 1.7717 1.3616 4.5873
C -1.7838 -0.3925 2.4623
H -1.7041 0.0175 4.6157
C -2.6155 -1.6754 2.6431
H -2.2100 0.1565 1.6000
H -3.2719 1.3365 -2.8289
H -2.5919 -2.0135 3.6861
C 1.2647 2.0436 -3.2830
C 1.0364 3.3729 -3.7316
C -1.5999 -3.5993 -0.8681
C -1.9642 0.5243 3.6773
H -2.3290 -0.1220 -3.2584
P -0.0491 -2.6565 -1.0812
P -0.0124 -0.6714 1.8317
C 2.7478 -2.7387 -3.5692
H -1.4002 1.4606 3.5986
```

Charge   +2
⟨S²⟩   6.04
DFT total energy   -2263.37978 Ha
2S+1   5

Mulliken population analysis, charges in e, atoms 1 to 8:
1. H 0.42
2. H 0.46
3. H 0.43
4. C -0.77
5. N 0.46
6. H 0.44
7. C -0.11
8. H -0.12



(4)
This record from the Open Molecules 2025 dataset describes a cluster of 2 separate species, H2INP2 in total in a non-equilibrium geometry. The level of theory is the ωB97M-V functional and the def2-TZVPD basis.

The geometry in XYZ format:
```
6
H2INP2 (the ωB97M-V functional and the def2-TZVPD basis)
P -1.9767 0.7998 1.1197
H -1.0856 1.5433 0.3088
N 0.0210 -0.5722 -0.1871
P 0.8661 -1.3267 0.7720
I -3.6788 -0.2416 -0.1060
H 2.1119 -1.2008 0.0501
```

Charge   0
Energy relative to the best compared isomer or geometry (same formula, charge and spin)   76.4 kcal per mole

From a natural (NBO) analysis of the wavefunction, the atomic charges in e read:
1. P 0.17
2. H -0.03
3. N -0.82
4. P 0.78
5. I -0.04
6. H -0.06



(5)
This record from the Open Molecules 2025 dataset describes a cluster of 2 separate species, C3H9S in total in a non-equilibrium geometry. The level of theory is the ωB97M-V functional and the def2-TZVPD basis.

The geometry in XYZ format:
```
13
C3H9S (the ωB97M-V functional and the def2-TZVPD basis)
H -0.9206 -1.7797 -1.0663
C -0.1383 -0.0035 0.8086
H 0.0817 0.8956 1.3669
H -0.9716 1.2228 -0.6462
H -2.2633 -0.7556 -0.8031
C -0.3980 0.2820 -0.6640
H 0.5262 0.4809 -1.2026
H 4.2153 0.9380 1.8426
S 2.9699 1.4422 1.8083
H -1.4362 -0.7177 -2.3767
H -1.0225 -0.4795 1.2728
C -1.2815 -0.7753 -1.2952
H 0.6389 -0.7503 0.9548
```

Charge   -1
Energy relative to the best compared isomer or geometry (same formula, charge and spin)   4.8 kcal per mole

natural (NBO) population analysis, charges in e, atoms 1 to 8:
1. H 0.19
2. C -0.59
3. H 0.24
4. H 0.18
5. H 0.19
6. C -0.40
7. H 0.21
8. H 0.08



(6)
This record from the Open Molecules 2025 dataset describes the molecule C3H9NO2S in a non-equilibrium geometry. The level of theory is the ωB97M-V functional and the def2-TZVPD basis.

The geometry in XYZ format:
```
16
C3H9NO2S (the ωB97M-V functional and the def2-TZVPD basis)
H -1.8345 0.4172 1.7781
O 1.6936 0.2029 0.5203
H -0.0948 -2.0188 -1.2866
H -0.2582 -0.2369 1.7582
H 1.9135 -0.6838 -1.2431
C 1.5667 -0.9307 -0.2674
S -1.1320 -0.0229 -0.3091
H 1.1081 0.9561 0.2724
C -0.1510 1.9592 -0.7227
N -1.1130 -0.0554 1.3184
H -0.1454 -1.9991 0.5740
H 0.0840 2.0402 -1.8501
C 0.0793 -1.4477 -0.3836
H -1.0933 2.3674 -0.3897
O -2.3745 -0.5170 -0.9228
H 2.2738 -1.6130 0.0063
```

Charge   0
Energy relative to the best compared isomer or geometry (same formula, charge and spin)   148.1 kcal per mole
Structure (SMILES)   C=[S@@](N)(=O)CCO

natural (NBO) population analysis, charges in e, atoms 1 to 8:
1. H 0.41
2. O -0.79
3. H 0.25
4. H 0.43
5. H 0.16
6. C -0.06
7. S 1.67
8. H 0.50



Among the records above, which one has the lowest charge?
C4H27NO12S